Computed, not measured: the molecule C6H6, with wB97M-V/def2-TZVPD.

Positions of all 12 atoms, in Å:
C: 2.99288 0.11242 0.39776
C: 1.81791 -0.03130 0.61683
C: 0.37764 -0.21764 0.82981
C: -0.37327 -0.34701 -0.47935
C: -1.65854 0.08926 -0.71440
C: -2.81157 0.69208 -0.55586
H: 4.03609 0.24681 0.21056
H: -0.02568 0.60848 1.42404
H: 0.21579 -1.13453 1.41737
H: -1.06314 0.60608 -1.57349
H: 0.19654 -0.75920 -1.30807
H: -3.70464 0.13455 -0.26521

Atomic forces in eV per Å
-0.474 -0.049 0.099
0.485 0.051 -0.076
-0.035 0.072 0.047
-0.011 -0.036 -0.110
-0.292 0.019 0.271
0.352 -0.223 -0.028
-0.203 -0.030 0.045
0.044 -0.109 -0.107
0.006 0.112 -0.093
0.064 0.112 -0.150
-0.099 0.049 0.081
0.165 0.031 0.020

Values from the calculation:
* ΔE to the lowest compared entry with this formula, charge and spin: 7.3949 eV
* electronic energy: -6311.805 eV
* charge: 0
* LUMO level (spin up / spin down): -0.02 / -0.02 eV